*w*
Density functional theory data (ωB97M-V/def2-TZVPD) for a cluster of 3 separate species, C5H18NO2 in total.

```
26
Properties=species:S:1:pos:R:3:lowdin_charge:R:1
C -1.669 0.542 -1.807 -0.045
C -0.714 0.350 -0.656 -0.293
C 0.722 -0.291 -0.897 -0.147
C 1.795 0.075 0.127 -0.236
C 2.440 1.474 -0.065 -0.091
N -1.347 -0.255 0.607 0.164
H -2.369 1.343 -1.513 0.094
H -1.290 0.785 -2.800 0.091
H -2.332 -0.269 -2.191 0.098
H -0.431 1.306 -0.227 0.131
H 0.833 0.184 -1.923 0.139
H 0.785 -1.352 -1.051 0.082
H 2.602 -0.660 0.194 0.113
H 1.367 0.103 1.157 0.090
H 3.327 1.612 0.597 0.094
H 1.684 2.250 0.000 0.067
H 2.902 1.627 -0.986 0.047
H -1.965 -1.053 0.431 0.142
H -0.710 -0.874 1.125 0.124
H -1.644 0.443 1.263 0.121
H 0.207 1.270 3.146 0.081
H -0.858 0.385 3.578 0.082
O -0.415 0.641 2.756 -0.047
H -0.255 -3.238 -0.631 0.069
H -1.710 -3.497 -0.183 0.073
O -0.958 -2.901 -0.049 -0.042
```

Computed properties:
LUMO level (eV): -2.90
Orbital gap (eV): 11.8
Total charge: +1

=====

*x*
Density functional theory data (ωB97M-V/def2-TZVPD) for a cluster of 3 separate species, C5H18NO2 in total.

```
26
Properties=species:S:1:pos:R:3:lowdin_charge:R:1
C -0.035 0.605 2.247 -0.041
C 0.431 0.202 0.796 -0.307
C 0.164 1.410 -0.101 -0.195
C 0.759 1.270 -1.517 -0.264
C 0.716 2.580 -2.227 -0.105
N -0.380 -1.061 0.427 0.216
H -0.617 -0.100 2.811 0.071
H 0.886 0.672 2.798 0.078
H -0.432 1.619 2.363 0.089
H 1.565 0.009 0.883 0.178
H 0.252 2.300 0.492 0.104
H -1.020 1.570 -0.211 0.168
H 0.245 0.446 -2.038 0.089
H 1.763 0.822 -1.445 0.117
H 1.180 2.515 -3.205 0.081
H 1.312 3.328 -1.783 0.068
H -0.267 3.001 -2.377 0.082
H -0.699 -1.462 1.405 0.188
H -1.148 -0.870 -0.205 0.105
H 0.366 -1.643 0.015 0.164
H 1.539 -3.652 3.049 0.058
H 0.212 -4.159 2.539 0.037
O 0.886 -3.511 2.343 -0.062
H -2.895 -0.008 -2.207 0.060
H -1.757 -0.832 -2.958 0.074
O -2.121 -0.565 -2.092 -0.054
```

Computed properties:
LUMO level (eV): -2.84
Orbital gap (eV): 11.8
Total charge: +1

=====

*y*
Density functional theory data (ωB97M-V/def2-TZVPD) for a cluster of 3 separate species, C5H18NO2 in total.

```
26
Properties=species:S:1:pos:R:3:lowdin_charge:R:1
C -0.562 1.032 0.252 -0.103
C -0.527 -0.494 0.035 -0.370
C 0.845 -0.906 -0.604 -0.051
C -1.621 -0.842 -0.931 -0.237
C -1.891 -2.353 -1.124 -0.079
N 0.678 1.572 0.947 0.159
H -0.484 1.443 -0.750 0.125
H -1.363 1.393 0.893 0.139
H -0.516 -1.044 0.984 0.132
H 0.808 -1.993 -0.557 0.075
H 1.710 -0.699 0.018 0.064
H 1.037 -0.546 -1.610 0.093
H -1.452 -0.435 -1.935 0.123
H -2.574 -0.470 -0.502 0.125
H -2.596 -2.789 -0.421 0.078
H -0.965 -2.921 -1.019 0.060
H -2.193 -2.507 -2.163 0.082
H 0.588 2.577 1.094 0.155
H 1.461 1.550 0.301 0.107
H 0.875 1.139 1.860 0.118
H 1.327 3.714 -1.713 0.079
H 2.543 2.728 -1.331 0.075
O 1.650 3.035 -1.100 -0.046
H 0.293 -0.780 3.260 0.058
H 1.790 -1.057 3.007 0.075
O 1.137 -0.348 3.109 -0.038
```

Computed properties:
LUMO level (eV): -2.96
Orbital gap (eV): 11.6
Total charge: +1

=====

Taking the most stable structure as the zero point, the relative energies in kcal/mol are *w* 18.4; *x* 20.0; *y* 0.0.

=====

*w*
Density functional theory data (ωB97M-V/def2-TZVPD) for a cluster of 2 separate species, C2H6N2O in total.

```
11
Properties=species:S:1:pos:R:3:lowdin_charge:R:1
N 1.504 -0.751 0.072 0.105
C 2.253 0.390 0.119 -0.437
O 2.168 1.221 0.987 0.016
H 0.946 -0.891 0.898 0.095
H 1.403 -1.170 -0.842 0.093
H 3.037 0.442 -0.654 0.122
C -2.487 0.041 0.213 -0.139
N -1.804 0.818 -0.534 -0.014
H -2.035 -0.878 0.618 0.056
H -3.476 0.380 0.538 0.058
H -1.509 0.398 -1.416 0.044
```

Computed properties:
SMILES: NC=O.C=N
LUMO level (eV): 0.50
Orbital gap (eV): 9.5

=====

*x*
Density functional theory data (ωB97M-V/def2-TZVPD) for a structure of composition C2H6N2O.

```
11
Properties=species:S:1:pos:R:3:lowdin_charge:R:1
C -0.759 0.421 0.603 -0.346
N 0.740 -1.217 -1.281 0.122
C 1.132 0.027 -0.775 -0.403
O -1.521 -0.064 1.667 -0.040
N 0.359 -0.414 0.314 0.006
H -0.918 -0.436 2.321 0.089
H -0.230 -1.244 -1.606 0.066
H 2.189 0.027 -0.460 0.117
H -1.442 0.515 -0.259 0.130
H -0.379 1.449 0.806 0.138
H 0.829 0.935 -1.331 0.121
```

Computed properties:
LUMO level (eV): 0.24
Orbital gap (eV): 10.1

=====

*y*
Density functional theory data (ωB97M-V/def2-TZVPD) for an isolated molecule of C2H6N2O.

```
11
Properties=species:S:1:pos:R:3:lowdin_charge:R:1
N 1.267 0.350 -0.712 0.031
C 0.562 0.054 0.651 -0.245
C -0.619 -0.757 0.503 -0.214
N -1.553 -0.599 -0.377 0.014
O -1.766 0.724 -0.673 -0.082
H 1.798 -0.482 -1.004 0.076
H 0.570 0.558 -1.330 -0.007
H 1.258 -0.541 1.375 0.132
H 0.273 1.000 1.276 0.130
H -0.522 -1.792 0.724 0.093
H -1.267 1.486 -0.434 0.072
```

Computed properties:
SMILES: NC/C=N\O
LUMO level (eV): 0.84
Orbital gap (eV): 10.6

=====

Taking the most stable structure as the zero point, the relative energies in kcal/mol are *w* 0.0; *x* 33.5; *y* 28.6.

=====

*w*
Density functional theory data (ωB97M-V/def2-TZVPD) for a cluster of 2 separate species, C2H6N2O in total.

```
11
Properties=species:S:1:pos:R:3:lowdin_charge:R:1
H 0.915 -0.363 -2.057 0.040
N 0.323 -1.169 -1.825 0.051
C -0.663 -0.746 -1.141 -0.395
N -1.135 -1.502 -0.064 0.055
H -0.939 0.299 -1.125 0.094
H -2.146 -1.599 0.053 0.083
H -0.601 -2.346 0.092 0.082
C 0.302 1.901 1.373 -0.155
O 1.383 1.401 1.545 -0.007
H 0.202 2.787 0.730 0.076
H -0.549 1.657 2.010 0.075
```

Computed properties:
SMILES: [H]/N=C/N.C=O
LUMO level (eV): 0.69
Orbital gap (eV): 10.2

=====

*x*
Density functional theory data (ωB97M-V/def2-TZVPD) for an isolated molecule of C2H6N2O.

```
11
Properties=species:S:1:pos:R:3:lowdin_charge:R:1
C -0.293 1.622 -0.224 -0.080
N 0.005 0.229 -0.476 0.007
C 0.254 -0.641 0.529 -0.640
N 0.510 -1.951 0.121 0.131
O 0.313 -0.332 1.699 0.048
H 0.131 1.975 0.703 0.078
H -1.365 1.836 -0.172 0.083
H 0.162 2.229 -1.009 0.081
H -0.182 -0.047 -1.405 0.117
H -0.001 -2.335 -0.663 0.087
H 0.466 -2.585 0.896 0.088
```

Computed properties:
SMILES: CNC(N)=O
LUMO level (eV): 0.83
Orbital gap (eV): 10.5

=====

Taking the most stable structure as the zero point, the relative energies in kcal/mol are *w* 54.7; *x* 0.0.